1.
Computed, not measured: C19H26As2AuBrClN2O2S as an isolated structure, with the ωB97M-V functional and the def2-TZVPD basis.

Last column: Löwdin charge in e.
Geometry (Å):
H 3.671 0.821 -2.640  0.03
H -2.144 2.083 -4.418  0.09
H 2.884 1.088 -1.072  0.01
H 0.171 -1.131 8.816  0.11
Cl 1.884 3.892 -1.270  0.56
C -0.409 -1.809 2.720  -0.81
H -2.619 1.583 -0.810  0.07
C 0.878 3.485 0.142  -0.48
H 0.038 4.177 0.152  0.08
O 0.280 1.433 -0.972  -0.19
C 3.211 0.336 -1.783  -0.25
C 0.019 -1.424 7.785  -0.07
H 1.584 -2.465 -4.096  0.03
H -3.951 1.337 -3.437  0.05
H -1.702 0.282 -0.046  -0.02
H -3.470 0.047 -4.578  0.05
H 0.012 0.121 2.089  0.05
C -0.376 -2.176 5.150  -0.25
H -0.768 -3.556 3.616  0.13
N 0.032 -0.585 2.842  0.16
H 1.419 -3.049 7.875  0.11
H 0.239 -0.244 3.771  0.12
C 1.087 2.126 -5.328  -0.04
H 1.761 2.619 -6.014  0.12
H -0.638 3.269 -5.905  0.12
C 0.532 -2.874 5.937  -0.01
H -1.433 0.109 7.401  0.11
S -0.839 -2.523 1.207  0.55
H -3.429 0.006 -0.536  0.06
C -2.486 0.501 -0.764  -0.23
C -0.246 2.482 -5.274  -0.05
C -3.634 0.301 -3.535  -0.27
H 3.928 -0.337 -1.314  0.04
C 0.719 -2.501 7.259  -0.07
N -0.584 -2.583 3.798  0.05
C -1.099 1.808 -4.413  -0.10
As 1.669 -0.696 -2.316  1.03
H 2.615 0.880 -4.526  0.10
H 3.097 -1.543 -4.227  0.04
O -0.028 1.620 1.241  -0.06
C -0.879 -0.726 6.992  -0.06
C 0.330 2.042 0.116  -0.73
C -0.614 0.817 -3.567  -0.37
C -1.089 -1.106 5.674  -0.04
H 1.471 3.646 1.035  0.07
H 2.916 -2.788 -2.973  0.04
H 1.088 -3.701 5.512  0.12
Au 0.400 -1.476 -0.470  0.33
Br -1.974 -2.282 -2.660  0.37
H -4.402 -0.348 -3.119  0.04
As -2.019 -0.017 -2.543  0.89
C 1.564 1.135 -4.479  -0.09
C 2.400 -2.013 -3.536  -0.27
C 0.742 0.487 -3.566  -0.37
H -1.811 -0.581 5.059  0.12

Force components x, y, z for each atom (eV/Å):
0.0421 -0.0006 -0.0202
0.0022 -0.0160 0.0150
-0.0121 0.0130 -0.0478
0.0027 -0.0077 -0.0195
0.0174 0.0145 -0.0740
-0.1382 -0.1203 -0.2414
-0.0146 -0.0101 0.0007
-0.1663 -0.2269 -0.0926
-0.0228 0.0165 0.0273
-0.1503 0.0230 0.0053
-0.0497 0.0239 0.0533
0.0087 -0.0034 0.0099
-0.0150 -0.0253 -0.0109
0.0291 0.0084 0.0129
-0.0419 -0.0367 -0.0644
-0.0188 0.0136 -0.0335
0.0009 0.0105 -0.1907
0.0651 0.0259 0.1523
-0.0268 -0.0225 -0.0216
0.1188 0.3639 0.3746
-0.0098 0.0075 -0.0093
0.0533 0.0222 -0.0489
-0.0550 -0.0246 0.0411
0.0005 0.0026 0.0058
0.0159 -0.0177 -0.0062
-0.0256 -0.0011 -0.0684
0.0108 -0.0144 -0.0064
-0.0801 -0.1232 -0.0266
0.0183 -0.0549 -0.0016
0.1338 0.1894 0.0988
0.0297 0.0149 -0.0230
-0.0531 0.0076 -0.0411
-0.0158 -0.0502 -0.0095
-0.0018 0.0120 0.0172
0.0556 -0.0551 0.0280
-0.0405 0.0464 -0.0538
-0.0190 0.2149 -0.2402
0.0114 0.0152 0.0139
-0.0077 0.0127 -0.0185
-0.1153 -0.1554 -0.1231
-0.0115 0.0051 0.0067
0.3749 0.2632 0.2932
-0.0304 -0.1656 0.0130
-0.0660 0.0426 -0.0080
0.0028 -0.0542 0.0249
0.0069 0.0248 0.0409
-0.0171 0.0121 0.0072
0.0276 -0.2445 0.2725
0.1084 -0.2568 -0.1228
0.0130 -0.0210 0.0412
-0.1408 0.3752 -0.0202
-0.0090 -0.0091 -0.0276
-0.0083 -0.0088 0.0053
0.1896 -0.0036 0.0758
0.0239 -0.0516 0.0350

Summary:
electronic energy	-9039.09415	a.u.
Kohn-Sham gap	8.1818	eV
LUMO	-3.11	eV
charge	+1



2.
Computed, not measured: C19H26AuFN5SSi as an isolated structure in a non-equilibrium geometry, with the ωB97M-V functional and the def2-TZVPD basis.

Last column: Löwdin charge in e.
Geometry (Å):
H 11.860 3.671 10.933  0.12
C 13.230 5.026 10.090  -0.03
H 13.578 5.290 11.084  0.11
N 11.378 8.177 4.551  0.04
H 16.459 9.360 8.624  0.03
N 18.218 7.323 4.769  0.09
H 6.838 7.635 4.052  0.12
C 13.221 5.319 7.647  -0.11
C 8.996 7.857 4.211  -0.01
S 12.477 10.604 4.557  0.59
N 11.422 9.216 6.580  0.15
H 17.522 7.053 10.487  0.04
N 16.167 8.007 4.770  -0.16
F 13.535 6.136 6.537  -0.04
C 7.747 7.361 4.586  -0.06
H 15.381 10.206 9.875  0.03
C 15.500 9.352 9.172  -0.18
H 19.209 7.336 4.661  0.15
C 11.884 3.639 8.809  -0.06
C 7.748 6.392 5.574  -0.08
C 8.929 5.871 6.138  -0.05
H 11.138 5.964 6.035  0.08
C 16.152 6.744 5.408  -0.10
H 11.789 8.129 3.656  0.11
H 14.667 9.404 8.461  -0.02
N 14.716 6.729 9.097  0.05
H 16.400 5.772 11.036  0.05
Au 14.485 9.281 4.671  0.60
C 13.790 5.744 9.007  -0.24
C 10.190 7.417 4.833  -0.26
H 13.661 7.658 12.169  0.03
H 6.807 5.903 5.702  0.10
H 17.618 9.190 3.807  0.15
H 11.716 9.975 7.193  0.12
H 12.150 3.788 6.599  0.11
H 10.980 8.316 6.953  0.15
C 17.421 6.307 5.349  -0.06
C 16.583 6.898 11.091  -0.18
H 16.837 7.263 12.125  0.05
C 17.394 8.320 4.441  -0.19
H 15.025 9.480 6.200  -0.01
H 14.238 9.374 11.889  0.04
C 13.971 8.417 11.460  -0.18
H 15.190 6.234 5.736  0.11
H 13.125 8.632 10.797  0.04
C 12.311 4.029 10.034  -0.10
C 10.172 6.343 5.698  -0.04
H 8.819 5.181 7.006  0.12
H 11.133 2.881 8.895  0.11
H 17.903 5.363 5.546  0.12
C 12.338 4.225 7.566  -0.01
C 11.695 9.284 5.268  -0.90
H 9.166 8.602 3.390  0.14
Si 15.194 7.832 10.282  0.32

Force components x, y, z for each atom (eV/Å):
-0.0288 -0.4764 0.3607
1.2610 1.2789 1.3274
0.1782 0.2870 -0.0718
-0.3850 0.0809 0.8210
-0.4880 0.1595 0.3172
-1.3168 -0.7448 0.4877
0.2660 0.0453 0.2685
0.2856 0.1811 1.7835
0.8321 0.9459 -0.4975
0.9101 0.3900 -0.4380
-0.7387 -0.9628 -0.1166
-0.7627 -0.1579 0.5087
-0.8957 -0.6607 0.1589
-0.8191 -1.7461 1.7044
1.3673 -0.0706 -0.6373
0.4633 -0.0953 -0.7176
0.1553 -0.0085 1.1136
0.4159 -0.1980 -0.0753
-0.3168 -0.2756 -1.8044
0.4190 -0.6768 -0.3434
-0.6562 0.0964 0.4649
-0.4451 0.0181 0.2466
-0.9520 0.3532 -0.8341
0.1342 0.1201 -1.1594
0.1939 -0.0718 0.0382
-2.5486 -2.7308 -1.7091
0.1156 1.5120 0.4391
-0.1529 0.2868 -0.0221
-0.0724 0.6875 -2.3465
-1.3477 0.2414 -0.8404
-0.0827 0.1879 0.4034
-0.4144 -0.1737 0.8957
0.2441 -0.4707 0.7608
-0.3301 -0.4305 -0.3184
-0.5996 0.0745 -0.0897
0.9026 1.9928 -0.5565
1.8156 0.0171 -0.2509
1.6374 -0.4539 0.0237
-0.3798 -0.6199 -0.8680
-0.3684 0.3604 -0.8763
-0.1193 0.4037 0.7622
0.1416 -0.0434 0.4608
-1.3065 0.0125 -0.1110
1.9647 1.0466 -0.5394
-0.3518 0.0383 0.2181
0.1292 0.8907 -0.3594
0.1069 0.1984 0.7622
0.3703 0.2335 -1.1170
-0.3070 -0.5150 -1.0414
-0.2568 0.0716 0.3855
1.3376 1.0143 1.1793
-0.3445 -1.8170 1.4483
-0.6115 -0.5644 0.9360
1.7517 0.7381 -0.5349

Summary:
electronic energy	-1936.30969	a.u.
Kohn-Sham gap (alpha / beta)	7.2942 / 7.2562	eV
2S+1	3
LUMO (alpha / beta)	-2.56 / -4.00	eV
charge	+1



3.
Computed, not measured: C19H26AuFNO2Te as an isolated structure in a non-equilibrium geometry, with the ωB97M-V functional and the def2-TZVPD basis.

Last column: Löwdin charge in e.
Geometry (Å):
C -1.264 -1.012 3.206  -0.06
C -0.010 2.281 -2.170  -0.66
H 4.874 -0.103 0.637  0.12
C -3.452 2.260 -1.029  -0.39
C 2.820 0.310 0.104  -0.11
H -1.011 -3.706 0.053  0.18
C 3.738 0.300 -2.528  0.01
C -0.715 -0.145 4.133  -0.07
Au -0.008 0.945 -0.590  1.04
H 1.360 -3.500 -0.123  0.11
H -2.919 3.119 -1.430  0.01
H -0.931 -0.264 5.186  0.11
H 1.213 -1.895 0.652  0.09
H 0.976 1.876 2.021  0.10
F 5.890 -0.157 -1.726  0.08
H -4.064 -0.643 0.077  0.00
H 2.477 0.312 1.128  0.08
H 1.013 5.310 -2.242  0.09
C 0.864 4.399 -2.814  -0.03
C -0.222 0.209 1.368  -0.25
C -4.147 -0.708 -1.006  -0.45
H -4.036 -1.740 -1.333  0.00
H -1.172 -4.182 2.363  0.11
O 0.767 3.327 -1.846  -0.12
C 4.165 0.074 -0.160  0.00
Te -2.683 0.508 -1.968  1.34
H 1.726 4.208 -3.450  0.10
C 4.594 0.073 -1.471  -0.28
H -1.681 -1.488 -0.089  0.04
C 2.396 0.546 -2.264  -0.10
H -0.037 4.458 -3.415  0.09
C 1.938 0.530 -0.948  -0.28
H -3.310 2.191 0.045  0.01
C -0.992 -0.865 1.843  -0.28
O -0.644 2.233 -3.199  -0.10
C -1.514 -1.904 0.903  -0.11
C 0.726 -2.628 0.018  0.01
H -1.919 -1.809 3.545  0.12
H 0.244 -3.136 2.636  0.11
H -2.430 -2.366 1.271  0.13
H 4.119 0.291 -3.541  0.13
N -0.537 -3.065 0.687  -0.17
H 0.583 1.540 4.409  0.11
H -4.509 2.342 -1.270  0.01
H 1.723 0.730 -3.089  0.10
C -0.241 -3.814 1.940  0.02
H 0.482 -2.171 -0.938  0.10
H 0.418 -4.644 1.699  0.11
C 0.350 1.048 2.336  -0.13
C 0.120 0.872 3.693  -0.07
H -5.126 -0.345 -1.313  0.01

Force components x, y, z for each atom (eV/Å):
-0.0159 0.0222 0.0082
0.6045 0.0018 -0.1303
-0.0005 0.0130 -0.0064
-0.0607 0.1254 -0.1529
0.0898 -0.0928 -0.2506
0.0063 -0.0230 -0.0138
-0.0881 -0.0618 -0.0758
0.0029 -0.0288 0.0112
-1.4560 -0.2385 -0.1807
-0.0001 0.0052 -0.0204
0.0112 -0.0243 0.0064
0.0142 -0.0062 -0.0088
0.0154 -0.0015 -0.0038
0.0091 -0.0104 0.0169
0.0267 0.0007 -0.0082
0.0064 -0.0042 0.0022
0.0210 0.0468 0.0230
0.0299 -0.0004 0.0036
0.0058 -0.0533 0.0785
0.3136 -0.3490 -0.1158
-0.0133 -0.0460 0.1679
0.0077 0.0221 0.0042
0.0019 0.0100 0.0165
-0.1225 -0.0089 -0.0845
-0.0484 -0.0586 0.1055
0.2233 0.3346 0.3419
-0.0140 0.0179 -0.0332
0.0397 -0.0044 -0.0071
-0.0053 -0.0016 -0.0158
0.1238 -0.2025 0.1526
-0.0116 0.0192 0.0018
0.4459 0.6004 0.1963
0.0002 -0.0235 -0.0162
0.0798 0.0041 -0.0234
-0.1312 -0.0636 0.0113
0.0105 -0.0639 0.0146
-0.0631 -0.0557 0.0192
0.0229 -0.0131 -0.0139
0.0160 0.0010 0.0084
0.0051 -0.0332 -0.0106
0.0023 0.0110 0.0071
0.0750 0.0963 0.0481
-0.0302 0.0188 -0.0072
0.0167 0.0078 -0.0131
0.0363 0.0259 -0.0210
-0.0345 0.0149 -0.0572
0.0151 0.0234 0.0083
-0.0094 -0.0099 0.0072
-0.1819 0.0253 0.0264
-0.0083 0.0514 0.0016
0.0160 -0.0200 -0.0185

Summary:
electronic energy	-1448.07506	a.u.
Kohn-Sham gap	7.4470	eV
LUMO	-3.62	eV
charge	+1



4.
Computed, not measured: C19H26BN2O2SeSi2Sn as an isolated structure in a non-equilibrium geometry, with the ωB97M-V functional and the def2-TZVPD basis.

Last column: Löwdin charge in e.
Geometry (Å):
H 0.222 1.002 7.936  0.08
N 1.790 0.961 -1.197  -0.02
H 3.921 -1.740 -2.943  0.10
H -0.237 2.441 -3.081  -0.02
H 0.067 -2.814 1.599  0.02
Si -1.273 0.123 -2.954  0.47
H 4.892 0.613 -2.399  0.09
C -0.964 -1.199 -4.285  -0.19
Se -2.579 2.870 0.246  0.36
C 1.215 -0.205 -1.624  -0.44
O -0.448 0.309 3.456  0.06
H 1.558 -2.181 -2.501  0.12
O 1.716 0.937 2.979  0.03
C -0.203 -0.292 -1.418  -0.50
C 3.873 0.315 -2.216  -0.07
H -1.171 -0.746 -5.295  0.04
C 2.361 1.478 5.312  -0.01
H -1.298 2.074 -4.429  0.04
N -1.120 4.568 -1.804  0.01
C -3.156 0.259 -2.635  -0.18
C 1.837 1.555 6.615  -0.12
C 3.040 1.254 -1.559  -0.11
Si -0.992 -1.592 -0.350  0.38
H 0.087 -1.399 -4.284  -0.01
C -1.648 -3.092 -1.264  -0.20
C 2.005 -1.189 -2.272  -0.04
H 3.303 2.297 -1.461  0.11
H -3.348 1.040 -1.908  -0.04
H 0.756 -1.198 1.499  -0.01
H 3.395 1.810 5.085  0.13
Sn -0.141 1.427 0.265  0.98
C 0.613 1.084 6.963  -0.09
C 1.522 1.024 4.359  -0.22
C -0.515 1.661 -3.755  -0.18
H -0.887 -3.526 -1.934  0.02
H -2.586 -2.965 -1.834  0.02
C -0.223 0.524 5.931  0.00
H -3.182 -0.750 0.186  0.03
C 0.416 -2.083 0.885  -0.17
C -1.693 3.911 -1.042  -0.90
C -2.391 -1.161 0.828  -0.18
C 3.337 -0.928 -2.534  -0.09
H -3.610 0.590 -3.622  0.05
B 0.404 0.572 2.339  -0.58
H -2.075 -0.435 1.609  0.02
H 2.466 2.006 7.372  0.09
H -1.927 -3.896 -0.497  0.05
H -3.706 -0.666 -2.403  0.02
H 1.316 -2.501 0.404  0.03
H 0.428 1.464 -4.309  0.04
H -1.489 -2.178 -4.163  0.03
H -1.188 0.121 6.142  0.11
H -2.732 -2.068 1.293  0.03
C 0.240 0.514 4.668  -0.19

Force components x, y, z for each atom (eV/Å):
-0.0665 0.3800 1.1858
0.6523 -1.1717 -1.3876
0.2940 0.1619 -0.1948
-0.1529 0.5638 0.7506
-0.2185 -0.4041 0.2946
0.7474 -0.1066 0.2430
0.1738 -0.1927 -0.2848
-1.0816 0.0131 -0.5509
-0.7264 0.6373 -0.5892
1.6525 0.0539 -0.2431
0.4256 -0.3729 0.5685
0.3146 0.9130 0.0755
-1.2044 0.0812 0.1046
-2.8623 0.0843 1.0869
-0.7667 1.0964 0.7096
-0.0780 -0.5430 0.8427
1.1255 0.7078 0.3744
0.6630 -0.0795 0.0917
-0.1917 -0.1395 0.0877
0.1096 0.1186 -1.4880
1.2632 0.3744 0.5058
-0.2090 -1.3737 -0.8788
1.4928 -0.5053 1.0177
0.8532 -0.2088 0.0042
-0.5006 -1.6398 0.5459
-0.5675 -0.1584 0.3579
0.4562 0.0672 0.5579
-0.2173 0.0702 0.2475
-0.3644 -1.0670 -0.9178
-0.9450 -0.1489 0.1311
0.7860 1.8985 -0.7781
-1.3678 -1.3711 -2.3691
-0.9859 -1.4024 -2.3522
-0.4862 -0.2568 -0.7298
-0.2894 0.0879 0.1440
0.4827 0.3051 0.0845
0.3561 0.1990 1.3303
-0.1787 0.1086 0.5186
0.4395 0.1402 -0.3312
-0.3377 -0.3474 0.6892
0.3114 1.3215 -0.7013
-0.1381 -0.1366 0.3864
0.5429 -0.1638 0.9574
1.1091 0.3117 2.8868
-0.4213 -0.4194 -0.4841
0.0683 -0.0944 0.1091
0.5339 0.9406 -0.8651
0.4688 0.1987 0.2335
-0.2450 0.1012 0.0534
-0.6781 -0.2857 -0.0010
0.2301 0.8068 -0.1528
-0.5605 -0.0624 0.2528
-0.1826 -0.4692 0.2441
0.4715 1.3782 -2.3740

Summary:
electronic energy	-4219.29368	a.u.
Kohn-Sham gap	5.3941	eV
LUMO	2.74	eV
charge	-1